Entry 1:
67
Properties=species:S:1:pos:R:3 method="wB97M-V/def2-TZVPD" energy_ha=-5826.881432 e_above_lowest_kj_mol=292.7 largest_force_ev_per_a=3.23 charge=-2 spin_multiplicity=2 orbital_gap_ev="6.06 / 6.57" lumo_energy_ev="3.9265 / 3.9235" homo_ha="-0.078 / -0.097" s_squared=0.7994
Cl 0.83335 -2.54648 -3.65065
H -0.61760 2.33291 -7.24849
C 3.56498 -3.47372 2.34810
C -2.32523 -2.36456 -0.91248
C 4.03652 -3.73184 1.07411
C 0.18687 -1.52167 -4.94614
C 1.76444 1.66666 2.19999
H -0.21211 -3.47901 1.06755
H -1.52296 -4.51474 1.54491
H 1.19750 1.95597 -5.59488
H -2.65668 1.31308 3.57383
C -1.17735 -3.86013 0.76563
H -2.91018 2.09199 -6.70111
H 3.99867 -4.02979 3.19443
C 0.15929 1.95002 -5.28274
C -1.91007 2.09787 3.37269
N -0.61605 0.14555 2.81443
C 2.49179 -2.61118 2.54770
H -1.93030 1.71278 -2.55451
H 3.58865 2.42451 2.85747
H -2.69404 -2.31517 2.42685
H 2.00773 -1.66080 -0.67401
N 0.60107 -0.56594 2.77058
C -0.14255 1.68754 -3.87292
H -3.58766 1.88337 -4.22748
C -0.56623 1.39488 3.06973
H -0.96714 -4.46218 -0.13600
H 2.03004 -2.43353 3.53048
F 1.42693 4.15853 1.44131
H 3.82436 -3.27943 -1.00128
Tl 0.04547 0.82322 -1.02698
H 1.18853 1.74436 4.26251
Sb 0.84996 4.14422 3.31935
C 2.45758 -2.18668 0.18212
C 1.95313 -1.94570 1.44473
H -0.77938 -1.22157 -4.63576
H 3.21520 0.86033 3.51966
F -1.88745 1.32235 -0.20821
C -2.83863 -2.05855 1.38632
H -1.79459 2.70533 4.27263
C -1.57709 1.82737 -3.55388
C -3.66953 -1.01259 0.99006
H 3.77330 1.06297 1.83738
C -2.12145 -2.71887 0.39554
C 0.91224 1.39112 -3.07195
O 1.37416 1.64404 1.04260
C -3.74993 -0.70574 -0.36744
F -1.02860 4.43861 2.82179
C 3.48852 -3.08258 -0.02536
C -0.82358 2.11000 -6.20376
F 0.23571 3.99175 5.23856
H -2.27720 2.69765 2.52016
C -2.55280 1.90487 -4.57254
O 0.05930 -0.78232 0.48532
C 0.77737 2.03827 3.26814
H 0.78365 -0.64752 -5.12898
F 2.73060 4.10989 3.86011
H -4.15527 -0.36023 1.74455
Br -4.96354 0.69592 -0.83673
C 3.14539 1.47779 2.60800
Cl 0.04116 -2.50858 -6.41243
H 4.76011 -4.49679 0.90820
C 0.77390 -0.99876 1.56992
C -2.21935 1.97795 -5.88495
F 0.90310 6.00725 3.46880
N -3.10378 -1.35042 -1.30467
H -1.80224 -2.86381 -1.70993

=====

Entry 2:
69
Properties=species:S:1:pos:R:3 method="wB97M-V/def2-TZVPD" energy_ha=-4339.554629 e_above_lowest_kj_mol=58.0 largest_force_ev_per_a=1.76 charge=-1 spin_multiplicity=6 orbital_gap_ev="6.48 / 6.50" lumo_energy_ev="2.0414 / 2.0414" homo_ha="-0.163 / -0.164" s_squared=8.7572
C -4.28895 1.78527 0.00867
H 3.91445 -5.05753 -0.30753
N 0.70855 1.64837 0.37967
H 6.19565 -3.26293 1.72017
H -1.57425 -0.04983 -3.78663
H -3.76975 0.51307 -3.81413
H -0.41755 1.28707 2.05797
C -0.33805 3.95597 -5.77713
O -3.34445 1.17717 2.15127
N -1.52565 -0.51043 0.07477
C 0.58265 1.24097 1.63597
H 1.99035 1.97857 -1.19603
C -2.28785 -0.98383 0.81117
O -1.58745 3.39267 -2.40353
C 2.55415 -2.12633 2.22827
C 2.89565 -2.90593 1.13797
C -4.49375 -1.51943 1.52807
H 5.60055 -1.88523 3.65567
C 2.16625 -0.24313 4.66617
O 0.28005 1.43467 -2.56853
H 2.12465 -3.18733 0.43497
O -5.08445 -0.57363 -1.26433
C 4.83985 -2.17333 2.94347
C 0.69495 3.04027 -5.82253
C 3.53035 -1.74183 3.14317
H -4.79345 -1.26823 0.50437
C 1.65835 0.79597 2.41527
Cl -0.65675 4.98987 -7.12223
H 4.40785 -3.61293 -1.17813
H 3.85375 -1.19193 5.07857
H -4.82215 -0.72023 2.19827
Cl 2.17225 1.01297 -4.78503
Cl -2.43865 5.18447 -4.58703
H -1.72895 -1.17173 -2.59513
C 0.90625 2.19667 -4.72913
C 3.05975 1.30397 0.55367
H -2.90755 -1.36983 3.68877
H -5.13755 1.16877 0.33227
N -3.71475 1.28857 -1.24163
N -2.04255 -0.25153 -2.90493
H -4.94605 -2.46713 1.82567
N 3.26945 -0.96713 4.28217
C 2.93405 0.86387 1.85867
C -4.19005 0.16077 -1.72323
Cl 1.70295 2.92507 -7.21873
C -1.12735 4.05497 -4.63043
C 4.55355 -4.17783 -0.25903
N -3.04915 -1.65643 1.60937
H 0.52035 0.72317 4.09517
H 5.58925 -4.50473 -0.21253
C -2.52925 -2.03573 2.90787
H 3.81095 0.60877 2.43157
C 0.12285 2.24877 -3.57773
H -4.62685 2.81677 -0.16033
H -3.91165 -1.20703 -3.38223
C 4.20285 -3.33243 0.92777
Sm -1.42935 1.66297 -1.11413
C -0.91425 3.25857 -3.50363
H 1.52565 -1.83153 2.36697
H -2.84915 -3.05793 3.12497
C 1.92765 1.66577 -0.16023
O 1.89845 -0.12473 5.84597
C 5.16825 -2.95303 1.85157
C -3.18195 1.79787 1.09607
H -1.44165 -1.99613 2.89787
C -3.50545 -0.23713 -3.06293
N 1.38315 0.35747 3.70847
H 4.03685 1.37027 0.09837
O -2.12575 2.44537 0.81197